# 1
This record from the OMol25 dataset describes an isolated molecule of C3H4F2 at a distorted geometry. The level of theory is ωB97M-V/def2-TZVPD.

Properties
Gap between HOMO and LUMO, eV: 11.8
SMILES: FC1(F)CC1
Net charge: 0
Lowest unoccupied orbital energy, eV: 0.99
Relative energy (zero: lowest compared OMol25 entry of this formula, charge and spin), kcal/mol: 48.88

CARTESIAN COORDINATES (ANGSTROEM)
F 0.2444 -1.3478 1.4545
C -0.1250 -0.7921 0.1404
F -0.8345 -1.7113 -0.5592
C 0.8397 0.1987 -0.1990
C -0.6194 0.6035 0.1242
H 1.7015 0.8112 0.1940
H 0.7755 0.4755 -1.2465
H -1.0887 0.5263 -0.9357
H -0.8936 1.2361 1.0274

Atoms 1-2, force components in eV/Å:
F -1.22 0.59 -2.34
C -0.54 -1.31 5.09


# 2
This record from the OMol25 dataset describes an isolated molecule of C8H7N3 at a distorted geometry. The level of theory is ωB97M-V/def2-TZVPD.

Properties
Gap between HOMO and LUMO, eV: 9.0
SMILES: N#C/C(N)=N/c1ccccc1
Net charge: 0
Lowest unoccupied orbital energy, eV: -0.04
Relative energy (zero: lowest compared OMol25 entry of this formula, charge and spin), kcal/mol: 51.63

CARTESIAN COORDINATES (ANGSTROEM)
N 1.0077 1.3568 4.4827
C 0.7445 0.6288 3.5547
C 0.6658 0.0399 2.2353
N 1.1940 -1.2370 1.8851
N -0.0240 0.7726 1.4076
C -0.3748 0.3473 0.0486
C -1.6130 0.5604 -0.5026
C -1.7134 0.3426 -1.8908
C -0.6767 -0.0488 -2.7365
C 0.5942 -0.1100 -2.1080
C 0.7519 0.0169 -0.7455
H 1.2406 -2.0832 2.5268
H 1.0679 -1.6092 0.9835
H -2.4875 1.0683 0.0139
H -2.6954 0.3133 -2.2504
H -0.8467 -0.2318 -3.8112
H 1.4085 -0.2147 -2.9032
H 1.7564 0.0878 -0.1900

Atoms 1-2, force components in eV/Å:
N -1.65 -4.03 -4.50
C 2.54 3.73 4.47


# 3
This record from the OMol25 dataset describes a structure of composition C32H35BrGe2PdSe at a distorted geometry. The level of theory is ωB97M-V/def2-TZVPD.

Properties
Gap between HOMO and LUMO (spin up / spin down), eV: 5.7 / 5.8
Multiplicity: 2
Net charge: +1
Lowest unoccupied orbital energy (spin up / spin down), eV: -4.89 / -4.79
Relative energy (zero: lowest compared OMol25 entry of this formula, charge and spin), kcal/mol: 42.26
⟨S²⟩: 0.7613

CARTESIAN COORDINATES (ANGSTROEM)
Pd -0.4902 0.1679 0.8658
Br 1.9356 -0.6054 0.3528
C 2.4426 -0.2605 2.1849
C 3.7634 -0.1036 2.4743
C 4.1463 0.0698 3.8184
C 3.2154 0.0174 4.8158
C 1.8450 -0.1775 4.5248
C 0.8717 -0.3191 5.5401
C -0.4448 -0.5140 5.2332
C -0.8766 -0.4979 3.8882
C 0.0398 -0.3546 2.8875
C 1.4252 -0.2635 3.1648
H 4.5071 -0.1225 1.6897
H 5.1931 0.2116 4.0499
H 3.5126 0.1171 5.8522
H 1.1910 -0.2882 6.5746
H -1.1726 -0.6697 6.0190
H -1.9358 -0.5941 3.6795
C -3.5711 0.5525 -1.8147
Ge -2.6223 -0.1405 -0.2241
C -2.7057 -2.0990 -0.2502
C -2.0991 -2.8240 0.7786
C -2.2268 -4.2025 0.8333
C -2.9478 -4.8674 -0.1486
C -3.5188 -4.1572 -1.1973
C -3.3858 -2.7798 -1.2578
C -3.5864 0.5673 1.4071
C -2.9863 1.5161 2.2045
C -3.5932 2.0116 3.3739
C -4.8156 1.5404 3.7535
C -5.4831 0.5722 2.9682
C -6.7608 0.0932 3.3392
C -7.4113 -0.8374 2.5800
C -6.8086 -1.3337 1.4101
C -5.5747 -0.8895 1.0240
C -4.8703 0.0749 1.7834
H -4.5953 0.1825 -1.7642
H -3.1176 0.2083 -2.7441
H -3.6021 1.6410 -1.8142
H -1.5344 -2.3034 1.5462
H -1.7703 -4.7577 1.6423
H -3.0620 -5.9422 -0.1014
H -4.0679 -4.6768 -1.9716
H -3.8252 -2.2304 -2.0826
H -2.0184 1.9151 1.9406
H -3.0853 2.7657 3.9621
H -5.2951 1.9011 4.6554
H -7.2135 0.4889 4.2404
H -8.3878 -1.1961 2.8766
H -7.3283 -2.0724 0.8139
H -5.1193 -1.2884 0.1274
C 1.3690 5.9027 -1.0678
Ge 0.0642 5.7072 0.3860
C -1.2253 7.1864 0.4082
C 0.8999 5.4423 2.1450
C -0.9434 3.9851 0.0901
Se 0.3149 2.5081 0.0567
C 0.2334 2.1245 -1.8547
H 1.9923 6.7767 -0.8789
H 0.8639 6.0514 -2.0222
H 2.0200 5.0309 -1.1395
H -0.6866 8.1117 0.6152
H -1.9768 7.0473 1.1843
H -1.7270 7.2925 -0.5528
H 1.5966 6.2476 2.3750
H 1.4462 4.4986 2.1738
H 0.1346 5.4254 2.9218
H -1.5208 3.9707 -0.8327
H -1.6231 3.8433 0.9290
H 0.5479 3.0104 -2.4024
H -0.7815 1.8544 -2.1250
H 0.9104 1.3001 -2.0615

Atoms 1-2, force components in eV/Å:
Pd 0.16 0.62 0.32
Br 0.70 -0.24 0.23


# 4
This record from the OMol25 dataset describes a cluster of 2 separate species, C3H8NPS in total at a distorted geometry. The level of theory is ωB97M-V/def2-TZVPD.

Properties
Gap between HOMO and LUMO (spin up / spin down), eV: 6.3 / 6.6
Net charge: 0
Lowest unoccupied orbital energy (spin up / spin down), eV: -1.55 / -1.36
Relative energy (zero: lowest compared OMol25 entry of this formula, charge and spin), kcal/mol: 109.25

CARTESIAN COORDINATES (ANGSTROEM)
C -0.6325 -0.6546 -1.1947
C 1.4294 0.5335 1.5154
C 0.1009 0.6525 0.7838
N -0.1562 -0.5352 -0.0163
P -1.1842 0.7516 -2.1739
S -0.6169 -3.5869 -0.7793
H 1.5872 1.4201 2.1256
H 1.4342 -0.3400 2.1670
H 2.2529 0.4491 0.8083
H -0.7138 0.7615 1.5085
H 0.0921 1.5181 0.1150
H 0.0774 -1.4152 0.4492
H -2.5114 0.3951 -1.9302
H -1.1593 0.0504 -3.3783

Atoms 1-2, force components in eV/Å:
C 0.11 -2.14 0.04
C -0.14 0.04 -0.15


# 5
This record from the OMol25 dataset describes a cluster of 2 separate species, FH3P2S2 in total at a distorted geometry. The level of theory is ωB97M-V/def2-TZVPD.

Properties
Gap between HOMO and LUMO, eV: 7.8
SMILES: S=PS.FP
Net charge: 0
Lowest unoccupied orbital energy, eV: -1.22
Relative energy (zero: lowest compared OMol25 entry of this formula, charge and spin), kcal/mol: 32.32

CARTESIAN COORDINATES (ANGSTROEM)
S -1.6353 -0.6183 0.6989
P 0.0193 -1.2588 1.4116
S 0.3578 -3.1060 0.5212
H -0.1261 -2.7318 -0.6576
F 1.2335 1.0043 0.0156
P 0.3981 2.4547 -0.1632
H -0.7227 1.8087 -0.2077
H 0.4753 2.4473 -1.6189

Atoms 1-2, force components in eV/Å:
S -0.05 0.19 -0.03
P -0.38 0.21 0.40


# 6
This record from the OMol25 dataset describes the ion HN2O2S with charge +1 at a distorted geometry. The level of theory is ωB97M-V/def2-TZVPD.

Properties
Gap between HOMO and LUMO (spin up / spin down), eV: 10.0 / 10.0
Net charge: +1
Lowest unoccupied orbital energy (spin up / spin down), eV: -8.37 / -8.37
Relative energy (zero: lowest compared OMol25 entry of this formula, charge and spin), kcal/mol: 40.36

CARTESIAN COORDINATES (ANGSTROEM)
N 0.7043 -1.2086 0.4391
N 1.6591 -1.7392 0.4353
O -0.4395 1.2650 0.5324
O -1.0015 -0.1919 -1.6204
S -1.1324 -0.0946 -0.0237
H 0.2100 1.9693 0.2373

Atoms 1-2, force components in eV/Å:
N 1.44 -0.99 0.29
N -0.43 0.22 0.03


# 7
This record from the OMol25 dataset describes a cluster of 3 separate species, C15H44BN7O4P2 in total at a distorted geometry. The level of theory is ωB97M-V/def2-TZVPD.

Properties
Gap between HOMO and LUMO, eV: 1.2
Net charge: -2
Lowest unoccupied orbital energy, eV: 2.15

CARTESIAN COORDINATES (ANGSTROEM)
N 7.9956 -5.9928 1.2190
C 6.7460 -5.3442 1.8056
C 5.4963 -5.9290 1.0060
B 4.0413 -5.2434 1.3747
C 2.9456 -6.5021 1.4790
O 2.8677 -7.3246 0.5020
O 2.2244 -6.5870 2.6443
H 7.6685 -6.6335 0.4770
H 8.3978 -6.6163 1.9394
H 6.7507 -5.6260 2.9067
H 6.7824 -4.2117 1.7535
H 5.4726 -7.0572 1.2138
H 5.7025 -5.7871 -0.1132
H 3.6863 -4.6075 0.4063
H 4.0426 -4.5424 2.3394
O 1.5652 -1.5809 0.6819
P 0.4596 -1.1676 -0.3051
N -0.2701 -2.7051 -0.3243
C -0.4798 -3.6105 -1.4297
C -0.8049 -3.2324 0.9231
N 1.5740 -0.9624 -1.6088
C 1.9535 -2.0311 -2.5128
C 2.7693 -0.1897 -1.2634
N -0.8175 -0.6106 -1.3988
C -2.1868 -0.6099 -0.8861
C -0.6198 0.3041 -2.5156
H -0.7673 -3.0895 -2.3478
H -1.2984 -4.3110 -1.2306
H 0.4137 -4.2107 -1.6195
H -1.8901 -3.0660 0.9753
H -0.3579 -2.7473 1.7936
H -0.6104 -4.3034 1.0266
H 2.3894 -2.8862 -1.9801
H 2.6868 -1.6829 -3.2486
H 1.1028 -2.3609 -3.1108
H 3.5253 -0.8048 -0.7614
H 2.5137 0.6427 -0.6005
H 3.2182 0.2493 -2.1609
H -2.6965 -1.5362 -1.1713
H -2.7950 0.2196 -1.2558
H -2.1944 -0.5375 0.2051
H -0.4612 -0.2635 -3.4381
H 0.2250 0.9755 -2.3633
H -1.4813 0.9573 -2.6965
O -1.5854 3.9041 -1.3136
P -2.6434 3.8780 -0.1902
N -3.4699 5.2543 -0.7731
C -3.7108 6.5232 -0.1296
C -4.0643 5.1928 -2.0981
N -1.4874 4.2868 1.0283
C -1.1575 5.6478 1.3938
C -0.2517 3.4999 0.9741
N -3.8644 3.7710 1.0939
C -5.2413 3.4941 0.6890
C -3.5857 3.4158 2.4787
H -3.9439 6.4145 0.9328
H -4.5766 7.0393 -0.5602
H -2.8520 7.1917 -0.2438
H -5.1367 4.9685 -2.0276
H -3.6078 4.4128 -2.7114
H -3.9404 6.1347 -2.6427
H -0.7898 6.2279 0.5359
H -0.3866 5.6713 2.1713
H -2.0134 6.1530 1.8436
H 0.4512 3.8893 0.2278
H -0.4677 2.4570 0.7249
H 0.2453 3.4934 1.9491
H -5.7999 4.4307 0.5863
H -5.7882 2.8683 1.3973
H -5.2692 2.9724 -0.2723
H -3.4408 4.3228 3.0740
H -2.7042 2.7815 2.5800
H -4.4028 2.8596 2.9522

Atoms 1-2, force components in eV/Å:
N 0.10 -0.26 0.42
C -0.40 -0.88 -0.50


# 8
This record from the OMol25 dataset describes a structure of composition H3N3OS3 at a distorted geometry. The level of theory is ωB97M-V/def2-TZVPD.

Properties
Gap between HOMO and LUMO (spin up / spin down), eV: 7.7 / 7.7
Net charge: 0
Lowest unoccupied orbital energy (spin up / spin down), eV: -1.24 / -1.24
Relative energy (zero: lowest compared OMol25 entry of this formula, charge and spin), kcal/mol: 31.74

CARTESIAN COORDINATES (ANGSTROEM)
N 1.6742 -0.5948 0.0360
N -1.0392 -2.1338 0.3641
N -0.7256 0.0903 -0.8681
O 1.5787 1.0423 -1.7315
S 0.4677 -2.6966 0.0956
S -1.8365 -1.1712 -0.7658
S 0.9514 -0.3793 -1.3099
H -1.3631 -1.8306 1.2738
H -0.9200 1.0278 -0.4877
H 1.8766 1.4003 -0.9381

Atoms 1-2, force components in eV/Å:
N -0.95 -2.68 0.07
N -0.57 -0.16 0.64


# 9
This record from the OMol25 dataset describes an isolated molecule of C14H13ClN2O4S at a distorted geometry. The level of theory is ωB97M-V/def2-TZVPD.

Properties
Gap between HOMO and LUMO, eV: 8.4
SMILES: C=CCOC(=O)c1cccn1S(=O)(=O)c1cc(Cl)ccc1N
Net charge: 0
Lowest unoccupied orbital energy, eV: 0.05
Relative energy (zero: lowest compared OMol25 entry of this formula, charge and spin), kcal/mol: 0.00

CARTESIAN COORDINATES (ANGSTROEM)
C -0.5459 -5.4214 0.7461
C 0.4435 -4.5523 0.3149
C 0.5303 -3.1681 0.8644
O 0.8619 -2.2932 -0.2216
C 1.1667 -1.0044 0.1525
O 1.1414 -0.5840 1.2937
C 1.6049 -0.0262 -0.8796
C 1.9539 -0.4565 -2.1405
C 2.3672 0.6674 -2.8752
C 2.2651 1.7621 -2.1061
N 1.8104 1.3723 -0.8322
S 1.2118 2.5203 0.3524
O 1.4635 3.9135 -0.1311
O 1.8806 2.2840 1.6334
C -0.5961 2.2346 0.3121
C -1.2979 2.5664 -0.8589
C -2.7084 2.4572 -0.8916
Cl -3.5529 2.9264 -2.3752
C -3.4233 2.0923 0.2488
C -2.7077 1.7160 1.4036
C -1.3102 1.7624 1.4139
N -0.6149 1.3228 2.5336
H -0.6511 -6.4197 0.4215
H -1.2934 -5.0165 1.4368
H 1.1996 -4.9683 -0.3645
H -0.4084 -2.8835 1.3905
H 1.3016 -3.2093 1.6195
H 1.8542 -1.4656 -2.4971
H 2.7292 0.6782 -3.9092
H 2.5389 2.7696 -2.4222
H -0.8110 3.0554 -1.7006
H -4.4922 2.0828 0.1876
H -3.2648 1.3895 2.2636
H 0.4164 1.2217 2.4401
H -1.0633 0.6740 3.1768

Atoms 1-2, force components in eV/Å:
C 1.75 3.46 -0.38
C -2.47 -2.84 0.67


# 10
This record from the OMol25 dataset describes a structure of composition C9H28ClN6O4Sr at a distorted geometry. The level of theory is ωB97M-V/def2-TZVPD.

Properties
Gap between HOMO and LUMO, eV: 10.0
Net charge: +1
Lowest unoccupied orbital energy, eV: -2.69
Relative energy (zero: lowest compared OMol25 entry of this formula, charge and spin), kcal/mol: 6.46

CARTESIAN COORDINATES (ANGSTROEM)
Sr 0.2947 -0.0072 0.2082
N -1.9581 0.0058 -1.4392
C -1.6543 -0.5713 -2.7611
C -0.5120 0.1704 -3.4298
N 0.7795 -0.0290 -2.7557
C 1.7188 1.0479 -3.0955
C 1.4037 2.3877 -2.4560
N 1.4327 2.3004 -0.9869
C 1.3566 -1.3205 -3.1736
C 2.2563 -1.9485 -2.1279
N 1.4742 -2.2604 -0.9255
H -2.5884 -0.6169 -0.9407
H -2.4712 0.8737 -1.5592
H -2.5207 -0.5533 -3.4280
H -1.3967 -1.6215 -2.6133
H -0.7521 1.2346 -3.4361
H -0.4476 -0.1337 -4.4840
H 1.7789 1.1808 -4.1861
H 2.7161 0.7361 -2.7728
H 0.4140 2.7379 -2.7485
H 2.1156 3.1215 -2.8439
H 1.0206 3.1359 -0.5853
H 2.3958 2.2964 -0.6629
H 1.9048 -1.2044 -4.1180
H 0.5409 -2.0159 -3.3821
H 3.0614 -1.2631 -1.8504
H 2.7360 -2.8301 -2.5633
H 2.0577 -2.6820 -0.2085
H 0.7839 -2.9753 -1.1415
N -1.4735 1.5789 1.6446
C -1.3698 1.5097 3.1220
C -0.1112 2.1686 3.6670
C 1.1857 1.3821 3.5445
N 1.7735 1.4247 2.1823
H -1.5493 2.5544 1.3688
H -2.3623 1.1598 1.3829
H -1.3880 0.4544 3.4035
H -2.2392 1.9806 3.5882
H -0.2792 2.3432 4.7319
H 0.0102 3.1683 3.2300
H 1.0097 0.3339 3.7895
H 1.8974 1.7709 4.2776
H 2.6347 0.8834 2.2171
H 2.0753 2.3784 2.0004
O -0.0265 -3.6474 1.7290
Cl -0.2883 -2.3150 2.1340
O -0.8179 -2.2211 3.4422
O -1.2065 -1.6690 1.1666
O 0.9473 -1.5063 2.0300

Atoms 1-2, force components in eV/Å:
Sr 0.23 0.92 -0.73
N 0.03 -0.05 0.11


# 11
This record from the OMol25 dataset describes a cluster of 2 separate species, C6H12N2O2 in total. The level of theory is ωB97M-V/def2-TZVPD.

Properties
Gap between HOMO and LUMO, eV: 9.9
SMILES: CO[C@](C)(N)C=O.C=C=N
Net charge: 0
Lowest unoccupied orbital energy, eV: 0.90
Relative energy (zero: lowest compared OMol25 entry of this formula, charge and spin), kcal/mol: 67.53

CARTESIAN COORDINATES (ANGSTROEM)
C -0.3813 -0.2464 2.1421
O -0.4995 -0.6969 0.8099
C -0.8021 0.2567 -0.2082
C -1.9056 1.2561 0.1936
N -1.2677 -0.4818 -1.3568
C 0.4080 1.1101 -0.5704
O 1.1556 1.6188 0.2213
H -1.3582 0.0051 2.5678
H 0.2873 0.6115 2.2258
H 0.0428 -1.0863 2.6905
H -2.7836 0.7062 0.5252
H -1.5678 1.9190 0.9851
H -2.1718 1.8416 -0.6810
H -1.7744 -1.2945 -1.0394
H -0.4814 -0.8059 -1.9282
H 0.4863 1.3156 -1.6556
C 1.6918 -1.4925 -1.5576
C 2.2821 -0.9008 -0.5631
N 2.9475 -0.4760 0.3467
H 2.0223 -1.3383 -2.5692
H 0.9285 -2.2296 -1.3758
H 2.7414 0.4083 0.7975

Atoms 1-2, force components in eV/Å:
C 0.06 0.07 0.24
O 0.04 0.10 -0.36


# 12
This record from the OMol25 dataset describes a structure of composition H17O9. The level of theory is ωB97M-V/def2-TZVPD.

Properties
Gap between HOMO and LUMO, eV: 9.7
Net charge: -1
Lowest unoccupied orbital energy, eV: 3.27
Relative energy (zero: lowest compared OMol25 entry of this formula, charge and spin), kcal/mol: 16.59

CARTESIAN COORDINATES (ANGSTROEM)
O 2.5998 -0.2325 1.4641
H 1.8870 0.1172 0.9039
H 3.2521 -0.2726 0.7611
O 0.0175 -1.5033 -2.2982
H -0.4374 -1.3952 -1.4187
O -3.5015 -1.0192 -0.0993
H -3.6626 -0.5788 0.7312
H -2.5622 -1.2510 -0.0735
O -0.6753 -1.2977 0.2183
H -1.3230 -1.4295 0.9133
H -0.2772 -0.1770 0.0398
O -2.1498 1.6176 1.3667
H -2.1528 1.8834 0.4420
H -1.1869 1.5173 1.4492
O -1.3138 -1.8973 2.7671
H -0.6542 -2.3740 2.2500
H -0.9023 -1.0601 2.9944
O 0.2545 0.9052 -0.0030
H 0.1456 1.3594 -0.8432
H -0.4597 -0.8882 -2.8643
O 1.8388 0.4396 -2.8676
H 2.2163 0.7826 -2.0528
H 1.4638 -0.4359 -2.6382
O 2.8640 2.3077 -0.1635
H 1.9262 2.1293 0.0284
H 2.7932 2.7530 -1.0072

Atoms 1-2, force components in eV/Å:
O -0.06 0.04 -0.54
H -0.79 0.07 0.40


| no. | molecular weight (g/mol) |
| --- | --- |
| 1 | 78.06 |
| 2 | 145.16 |
| 3 | 830.14 |
| 4 | 121.14 |
| 5 | 148.10 |
| 6 | 93.09 |
| 7 | 459.32 |
| 8 | 157.25 |
| 9 | 340.79 |
| 10 | 407.43 |
| 11 | 144.17 |
| 12 | 161.13 |